1.
Entry from OMol25: C24H60F2KNO20P4S2 as an isolated structure at a distorted geometry (ωB97M-V/def2-TZVPD).

## Properties
total charge = 0
relative energy (zero: lowest compared OMol25 entry of this formula, charge and spin) = 66.4 kcal per mole

Last column: Löwdin charge in e.
Cartesian coordinates (Å):
K (15.813917, -0.029959, -15.876434)  0.80
N (15.630337, -1.333308, -13.521122)  -0.35
S (15.623962, -2.684789, -12.839224)  0.45
O (14.923820, -2.776809, -11.551803)  -0.29
O (16.715520, -3.636664, -13.057335)  -0.28
F (14.484773, -3.240657, -13.827606)  -0.22
S (17.043323, -0.759760, -12.786761)  0.54
O (18.264149, -0.602835, -13.525849)  -0.28
O (17.084854, -0.907378, -11.348265)  -0.25
F (16.637062, 0.777182, -12.953341)  -0.23
C (8.459977, -0.188923, -17.393751)  -0.07
C (9.726443, -0.899444, -17.856036)  -0.26
O (10.819484, -0.529097, -16.993827)  -0.18
P (11.888349, -1.653986, -16.592527)  0.39
O (13.115766, -1.047351, -16.098942)  -0.26
O (11.114128, -2.538961, -15.529453)  -0.17
C (10.930472, -2.201464, -14.134151)  -0.23
C (10.004560, -1.040964, -14.014694)  -0.08
O (11.998623, -2.479600, -17.949997)  -0.16
C (12.764890, -3.635136, -18.132501)  -0.26
C (13.131601, -4.409954, -16.889163)  -0.08
H (7.973939, -0.609495, -16.514721)  0.06
H (8.638985, 0.869298, -17.200235)  0.08
H (7.715115, -0.235899, -18.189767)  0.08
H (9.519722, -1.959200, -17.692427)  0.11
H (9.939647, -0.819572, -18.921255)  0.12
H (10.594766, -3.023184, -13.503799)  0.13
H (11.901569, -1.883297, -13.751409)  0.11
H (9.766800, -0.848590, -12.968344)  0.09
H (10.463727, -0.140119, -14.422431)  0.08
H (9.091130, -1.196937, -14.588752)  0.07
H (12.367274, -4.372941, -18.828995)  0.13
H (13.701551, -3.207729, -18.498465)  0.12
H (13.554340, -3.724063, -16.152274)  0.05
H (12.295107, -4.877916, -16.370352)  0.09
H (13.904106, -5.129490, -17.159412)  0.09
C (22.118294, -0.854075, -17.209578)  -0.06
C (20.785628, -0.259281, -16.648885)  -0.25
O (20.407859, 0.669293, -17.643975)  -0.18
P (19.114844, 0.238665, -18.511832)  0.52
O (17.914556, -0.090315, -17.669039)  -0.32
O (18.945292, 1.455721, -19.548372)  -0.17
C (18.914554, 2.745782, -19.016960)  -0.28
C (17.509816, 3.340427, -19.282462)  -0.05
O (19.647222, -1.021861, -19.406269)  -0.19
C (18.838879, -1.819009, -20.340185)  -0.20
C (18.676042, -1.106419, -21.699613)  -0.07
H (22.600156, -1.400507, -16.395236)  0.07
H (21.840061, -1.570648, -17.981146)  0.06
H (22.914023, -0.201298, -17.565731)  0.08
H (20.113448, -1.109223, -16.519978)  0.11
H (20.888264, 0.113307, -15.629859)  0.12
H (19.091808, 2.798077, -17.941986)  0.11
H (19.662101, 3.368439, -19.507950)  0.13
H (17.472828, 4.416999, -19.109674)  0.08
H (17.388838, 3.315289, -20.368263)  0.06
H (16.644165, 2.846322, -18.845897)  0.06
H (19.311526, -2.799120, -20.372590)  0.12
H (17.867936, -1.998634, -19.876301)  0.10
H (17.915631, -1.598779, -22.304221)  0.07
H (18.361681, -0.065155, -21.614964)  0.05
H (19.637190, -0.973350, -22.197979)  0.08
C (19.239062, -8.441763, -20.368631)  -0.05
C (18.418997, -8.485643, -19.065087)  -0.31
O (18.130503, -7.196834, -18.623092)  -0.19
P (18.048124, -6.770359, -17.083507)  0.54
O (19.181029, -7.260299, -16.240236)  -0.24
O (17.916594, -5.108409, -17.303681)  -0.16
C (17.619608, -4.452966, -16.121759)  -0.30
C (17.066831, -3.035454, -16.444916)  -0.06
O (16.611764, -7.245905, -16.497786)  -0.19
C (16.390545, -8.483292, -15.857626)  -0.28
C (17.071372, -8.672277, -14.523102)  -0.09
H (20.273183, -8.225731, -20.101456)  0.08
H (19.161691, -9.384697, -20.906232)  0.08
H (18.808524, -7.592185, -20.898193)  0.08
H (17.479811, -9.001220, -19.280854)  0.11
H (18.863639, -9.055237, -18.246708)  0.11
H (16.936788, -4.962477, -15.442560)  0.11
H (18.552377, -4.200820, -15.612733)  0.13
H (17.161161, -2.357155, -15.597695)  0.03
H (17.541761, -2.548165, -17.297733)  0.05
H (16.020499, -3.040041, -16.762745)  0.07
H (15.323605, -8.531099, -15.633802)  0.12
H (16.519972, -9.375674, -16.473259)  0.11
H (18.159060, -8.655952, -14.466056)  0.07
H (16.598300, -8.127331, -13.706527)  0.08
H (16.951518, -9.708209, -14.191286)  0.08
C (17.048219, 1.673590, -23.646309)  -0.07
C (15.648562, 2.021310, -23.223128)  -0.31
O (14.706240, 1.054603, -23.522723)  -0.15
P (14.261614, 0.028190, -22.380158)  0.48
O (15.350869, -0.882005, -21.981374)  -0.22
O (12.954124, -0.700165, -23.015083)  -0.17
C (13.081762, -1.433663, -24.226624)  -0.30
C (12.069105, -0.982239, -25.212128)  -0.08
O (13.619963, 0.935567, -21.200488)  -0.16
C (13.388574, 0.423242, -19.888609)  -0.26
C (14.589373, 0.279901, -18.978340)  -0.07
H (17.193445, 2.035699, -24.663825)  0.08
H (17.808614, 2.089287, -22.986267)  0.08
H (17.137374, 0.586389, -23.645858)  0.07
H (15.648534, 2.347303, -22.181492)  0.11
H (15.473787, 2.929590, -23.803009)  0.12
H (14.078050, -1.323177, -24.663367)  0.11
H (13.118248, -2.503206, -24.013267)  0.12
H (12.035202, -1.487644, -26.177135)  0.08
H (11.053270, -1.081933, -24.822241)  0.08
H (12.095057, 0.086262, -25.431385)  0.08
H (12.595165, 0.882774, -19.297258)  0.12
H (12.940874, -0.565017, -20.024460)  0.11
H (15.284155, -0.464276, -19.367602)  0.08
H (15.013748, 1.270181, -18.809733)  0.07
H (14.272250, -0.116021, -18.012852)  0.02

Forces on atoms 1 to 6 (eV/Å):
0.0 -0.1 -0.2
4.1 3.1 0.3
-3.8 -7.7 2.9
1.6 0.6 -2.1
-0.8 2.1 0.1
-0.1 -0.4 -0.3



2.
Entry from OMol25: C24H60In2N4Na2O20P3 as an isolated structure at a distorted geometry (ωB97M-V/def2-TZVPD).

## Properties
total charge = -1

Last column: Löwdin charge in e.
Cartesian coordinates (Å):
In (-3.566177, -1.474882, 4.113214)  1.07
In (-1.548847, 1.236835, 1.151325)  1.36
Na (-1.606128, 3.445540, 4.608925)  0.49
Na (1.522253, 2.351206, 3.754689)  0.33
P (-0.781359, 0.595529, 4.602337)  0.00
O (-0.201840, 1.804492, 5.411666)  -0.38
O (-1.203580, -0.713836, 5.439948)  -0.43
O (0.037827, 0.306920, 3.322411)  -0.32
O (-2.077966, 1.087932, 3.988159)  -0.38
P (-0.111286, 4.337754, 2.245300)  0.08
O (-1.592789, 3.830855, 2.286917)  -0.38
O (0.662291, 3.071454, 1.740672)  -0.40
O (0.452819, 4.655135, 3.680112)  -0.33
O (0.135130, 5.525189, 1.221512)  -0.31
P (-3.532232, -1.579299, 0.816924)  -0.01
O (-4.460065, -2.598779, 1.544423)  -0.41
O (-2.123556, -1.599020, 1.527048)  -0.38
O (-3.943651, -0.199730, 1.428432)  -0.33
O (-3.443952, -1.414396, -0.721112)  -0.37
C (6.450926, 0.612905, 6.556133)  -0.12
O (5.865255, 1.885160, 6.601319)  -0.18
C (4.440353, 1.899343, 6.722000)  -0.19
C (3.683923, 1.196683, 5.610421)  -0.21
N (3.965328, 1.684704, 4.245512)  -0.04
C (3.938258, 0.498758, 3.319864)  -0.14
C (4.753535, 0.852953, 2.027054)  -0.22
O (6.117570, 1.090051, 2.271392)  -0.21
C (6.954766, 1.225850, 1.107483)  -0.08
H (6.327857, -0.057142, 7.407001)  0.09
H (7.525607, 0.794519, 6.568972)  0.09
H (6.232991, 0.183254, 5.578372)  0.08
H (4.025038, 2.905052, 6.786653)  0.13
H (4.155320, 1.360832, 7.625802)  0.12
H (2.619482, 1.329100, 5.804124)  0.11
H (3.813930, 0.119626, 5.715955)  0.11
H (4.854089, 2.155478, 4.152895)  0.11
H (2.874761, 0.384870, 3.109886)  0.10
H (4.359307, -0.369286, 3.827123)  0.11
H (4.456721, 1.792853, 1.561668)  0.12
H (4.638874, -0.037018, 1.408264)  0.12
H (6.945834, 0.361486, 0.443479)  0.09
H (7.941030, 1.467540, 1.503701)  0.09
H (6.684607, 2.132555, 0.566183)  0.08
C (-1.939963, -7.003191, 0.130429)  -0.10
O (-1.551886, -5.896742, -0.656119)  -0.24
C (-1.469849, -4.626477, -0.059787)  -0.19
C (-0.827912, -3.646222, -1.107921)  -0.14
N (-1.819199, -3.181383, -2.095378)  -0.05
C (-2.558313, -4.200325, -2.878747)  -0.19
C (-1.821418, -4.942019, -4.023779)  -0.18
O (-2.588779, -5.927499, -4.725252)  -0.17
C (-3.732833, -5.497189, -5.325171)  -0.18
H (-2.272368, -7.845022, -0.476962)  0.08
H (-2.623382, -6.685294, 0.917813)  0.09
H (-1.064106, -7.450367, 0.600557)  0.07
H (-0.751204, -4.826510, 0.734969)  0.12
H (-2.453692, -4.375947, 0.336934)  0.11
H (-0.000178, -4.113696, -1.641252)  0.11
H (-0.494342, -2.773580, -0.546375)  0.07
H (-2.501488, -2.612125, -1.615251)  0.03
H (-3.397425, -3.678041, -3.338332)  0.10
H (-2.916270, -4.998842, -2.228878)  0.11
H (-0.990679, -5.501142, -3.593254)  0.12
H (-1.474980, -4.148459, -4.685853)  0.10
H (-4.541346, -5.156832, -4.678210)  0.08
H (-4.149495, -6.429778, -5.705654)  0.08
H (-3.680727, -4.831415, -6.186640)  0.08
C (1.947687, 4.232132, -4.039622)  -0.14
O (0.853494, 3.381372, -3.948730)  -0.21
C (-0.131293, 3.752453, -2.956619)  -0.18
C (0.346988, 3.875207, -1.515531)  -0.15
N (0.509499, 2.551321, -0.809773)  -0.03
C (1.701555, 1.779141, -1.284562)  -0.15
C (2.061705, 0.642359, -0.276610)  -0.16
O (0.928562, -0.214528, 0.053777)  -0.22
C (1.271482, -1.400324, 0.762237)  -0.11
H (1.609264, 5.267599, -4.076683)  0.09
H (2.516037, 3.962329, -4.929724)  0.08
H (2.701437, 4.040542, -3.275902)  0.07
H (-0.951085, 3.061364, -3.152667)  0.09
H (-0.523647, 4.718288, -3.274947)  0.12
H (-0.322638, 4.556762, -0.990942)  0.11
H (1.287637, 4.420461, -1.438329)  0.12
H (0.844545, 2.747449, 0.122626)  0.00
H (2.546365, 2.467839, -1.294526)  0.12
H (1.463636, 1.452772, -2.296974)  0.11
H (2.541101, 1.123572, 0.575870)  0.09
H (2.804547, 0.026191, -0.783200)  0.12
H (1.934217, -1.318768, 1.623767)  0.08
H (1.762024, -2.082899, 0.068288)  0.09
H (0.391474, -1.897917, 1.169769)  0.07
C (-2.576839, -1.169387, -6.121207)  -0.17
O (-2.497044, -0.172611, -5.190679)  -0.18
C (-2.028508, -0.728750, -3.921480)  -0.17
C (-1.417042, 0.235642, -2.926241)  -0.17
N (-2.345186, 0.787566, -1.923668)  -0.03
C (-3.395344, 1.696785, -2.475729)  -0.16
C (-4.404690, 2.090276, -1.389270)  -0.15
O (-3.694577, 2.857245, -0.325475)  -0.24
C (-4.528291, 3.450557, 0.642527)  -0.12
H (-3.420068, -1.832894, -5.929304)  0.08
H (-1.679903, -1.786639, -6.070246)  0.08
H (-2.757354, -0.873916, -7.154747)  0.08
H (-1.317285, -1.532597, -4.111478)  0.10
H (-2.928330, -1.155508, -3.478419)  0.11
H (-0.784991, 1.018451, -3.345550)  0.10
H (-0.731011, -0.277901, -2.252641)  0.11
H (-2.909262, -0.017458, -1.691607)  0.03
H (-3.956701, 1.175212, -3.250929)  0.12
H (-2.919614, 2.572342, -2.917513)  0.11
H (-4.871425, 1.193616, -0.981512)  0.12
H (-5.254943, 2.635524, -1.798984)  0.12
H (-5.397241, 3.845550, 0.116218)  0.08
H (-4.007873, 4.241187, 1.183062)  0.08
H (-4.891487, 2.812060, 1.447834)  0.09

Forces on atoms 1 to 6 (eV/Å):
0.8 0.3 -0.7
0.3 0.2 0.7
0.3 -0.1 -0.2
-0.3 0.3 0.0
0.6 -1.2 2.1
0.1 -1.6 -0.7



no.,HOMO (Eh),gap between HOMO and LUMO (Ha),calculated total energy (eV)
1,-0.355,0.356,-148896.6969
2,-0.202,0.097,-119818.2774